Model one:
An isolated ion of composition C3H7IN and charge +1, computed with ωB97M-V/def2-TZVPD.

Calculated values
HOMO-LUMO gap (eV): 10.16
Lowest unoccupied orbital energy (eV): -3.99
SMILES string: IC[NH+]1CC1

```
! wB97M-V def2-TZVPD RIJCOSX def2/J DEFGRID3
* xyz 1 1
I 3.045 0.042 0.055
C 1.087 0.859 -0.334
N 0.139 0.091 0.462
C -1.326 0.140 0.332
C -0.558 -1.012 -0.239
H 0.706 0.795 -1.319
H 0.872 1.852 -0.026
H 0.390 -0.207 1.370
H -1.655 0.778 -0.446
H -2.025 -0.153 1.108
H -0.451 -2.046 0.262
H -0.224 -1.139 -1.224
*
```


Model two:
A 2-piece molecular cluster, C3H7IN overall, computed with ωB97M-V/def2-TZVPD.

Calculated values
HOMO-LUMO gap (alpha / beta) (eV): 8.47 / 8.48
Lowest unoccupied orbital energy (alpha / beta) (eV): -5.88 / -5.87

```
! wB97M-V def2-TZVPD RIJCOSX def2/J DEFGRID3
* xyz 1 1
C 1.184 0.631 0.018
C -1.209 0.764 0.053
C 0.097 -1.405 0.081
N 0.059 0.045 -0.073
I 3.133 -0.004 0.009
H 1.259 2.517 -0.527
H -1.236 1.565 0.703
H -1.881 0.099 0.413
H -1.678 1.117 -0.855
H 1.215 -1.761 0.351
H -0.306 -1.716 -0.933
H -0.638 -1.851 0.760
*
```


The structure with the least stability is model two.


Model one:
A 2-piece molecular cluster, C3H7IN overall, computed with ωB97M-V/def2-TZVPD.

Calculated values
HOMO-LUMO gap (eV): 8.57
Lowest unoccupied orbital energy (eV): -5.79

```
! wB97M-V def2-TZVPD RIJCOSX def2/J DEFGRID3
* xyz 1 1
C -0.689 -1.481 1.383
C 0.150 -1.024 0.418
C 1.237 -0.143 0.418
N 0.696 1.090 -1.303
I 2.983 -0.836 -0.344
H -1.493 -2.088 0.987
H -0.683 -1.134 2.428
H 0.057 -1.413 -0.585
H 1.389 0.710 1.021
H 1.173 0.753 -2.159
H -0.328 1.382 -1.424
H 1.226 1.808 -0.958
*
```


Model two:
A 2-piece molecular cluster, C3H7IN overall, computed with ωB97M-V/def2-TZVPD.

Calculated values
HOMO-LUMO gap (eV): 8.44
Lowest unoccupied orbital energy (eV): -5.41

```
! wB97M-V def2-TZVPD RIJCOSX def2/J DEFGRID3
* xyz 1 1
C -1.276 -0.347 -0.232
C -0.243 -1.444 -0.388
C 1.039 0.863 -0.489
N 0.080 0.013 -0.328
I 1.436 1.761 2.559
H -1.815 -0.321 -1.161
H -2.051 -0.252 0.557
H -0.120 -1.978 0.517
H -0.357 -1.872 -1.377
H 2.010 0.448 -0.652
H 0.940 1.901 -0.610
H 0.357 1.228 1.604
*
```


The structure with the least stability is model two.


Model one:
A 2-piece molecular cluster, C2H7NO overall, computed with ωB97M-V/def2-TZVPD.

Calculated values
HOMO-LUMO gap (eV): 10.60
Lowest unoccupied orbital energy (eV): 0.87
SMILES string: CC=O.N

```
! wB97M-V def2-TZVPD RIJCOSX def2/J DEFGRID3
* xyz 0 1
C -1.210 1.033 0.109
C -2.318 1.122 1.165
O -2.277 0.464 2.124
H -1.525 0.919 -0.918
H -0.601 0.057 0.378
H -0.530 1.822 0.433
H -3.107 1.951 1.143
N 2.921 -1.966 -1.009
H 2.967 -1.359 -0.266
H 2.060 -2.086 -1.466
H 3.619 -1.957 -1.694
*
```


Model two:
One molecule with the formula C2H7NO, computed with ωB97M-V/def2-TZVPD.

Calculated values
HOMO-LUMO gap (eV): 10.06
Lowest unoccupied orbital energy (eV): 1.01
SMILES string: NCCO

```
! wB97M-V def2-TZVPD RIJCOSX def2/J DEFGRID3
* xyz 0 1
N -0.504 -1.128 -0.953
C 0.480 -0.441 -0.181
C -0.384 0.826 0.368
O 0.338 1.976 0.630
H -1.015 -1.863 -0.360
H -0.152 -1.669 -1.721
H 1.456 -0.081 -0.730
H 0.731 -1.127 0.713
H -0.915 0.692 1.308
H -1.087 1.129 -0.373
H 1.053 1.686 1.300
*
```


Model three:
A 2-piece molecular cluster, C2H7NO overall, computed with ωB97M-V/def2-TZVPD.

Calculated values
HOMO-LUMO gap (eV): 9.64
Lowest unoccupied orbital energy (eV): 0.77
SMILES string: C=CO.N

```
! wB97M-V def2-TZVPD RIJCOSX def2/J DEFGRID3
* xyz 0 1
C 2.401 0.077 -1.020
C 1.299 -0.381 -0.424
O 0.005 -0.007 -0.686
H 3.253 -0.533 -0.744
H 2.442 1.081 -1.417
H 1.292 -1.350 0.070
H -0.540 -0.180 0.092
N -2.391 0.296 0.752
H -2.119 1.121 1.280
H -2.245 -0.485 1.395
H -3.399 0.361 0.702
*
```


Model four:
A 2-piece molecular cluster, C2H7NO overall, computed with ωB97M-V/def2-TZVPD.

Calculated values
HOMO-LUMO gap (eV): 9.22
Lowest unoccupied orbital energy (eV): 0.99
SMILES string: C=CO.N

```
! wB97M-V def2-TZVPD RIJCOSX def2/J DEFGRID3
* xyz 0 1
C 2.202 2.309 0.817
C 2.548 1.022 0.633
O 1.623 0.039 0.761
H 2.510 3.029 1.556
H 1.215 2.482 0.345
H 3.475 0.616 0.221
H 0.843 0.219 1.281
N -4.865 -2.611 -1.846
H -4.838 -3.531 -1.390
H -5.448 -2.031 -1.255
H -5.414 -2.973 -2.629
*
```


The structure with the least stability is model four.


Model one:
A 2-piece molecular cluster, C2H7NO overall, computed with ωB97M-V/def2-TZVPD.

Calculated values
HOMO-LUMO gap (eV): 11.05
Lowest unoccupied orbital energy (eV): 1.02
SMILES string: C=NC.O

```
! wB97M-V def2-TZVPD RIJCOSX def2/J DEFGRID3
* xyz 0 1
C 0.049 1.316 0.199
N 0.114 0.077 0.383
C -0.956 -0.631 1.053
H 0.872 1.775 -0.323
H -0.806 1.929 0.530
H -1.548 -0.002 1.724
H -0.541 -1.468 1.603
H -1.632 -1.039 0.305
O 1.548 -0.650 -2.218
H 2.192 -0.728 -1.503
H 0.707 -0.579 -1.755
*
```


Model two:
A 2-piece molecular cluster, C2H7NO overall, computed with ωB97M-V/def2-TZVPD.

Calculated values
HOMO-LUMO gap (eV): 9.42
Lowest unoccupied orbital energy (eV): 1.11
SMILES string: C=CN.O

```
! wB97M-V def2-TZVPD RIJCOSX def2/J DEFGRID3
* xyz 0 1
C 0.543 -0.033 1.104
C 1.255 0.378 0.041
N 0.813 1.282 -0.882
H -0.328 0.516 1.412
H 0.935 -0.822 1.721
H 2.333 0.348 0.145
H -0.088 1.709 -0.697
H 1.383 1.913 -1.415
O -2.055 -1.419 -0.263
H -2.790 -1.746 0.266
H -1.375 -1.106 0.353
*
```


Model three:
A 2-piece molecular cluster, C2H7NO overall, computed with ωB97M-V/def2-TZVPD.

Calculated values
HOMO-LUMO gap (eV): 10.22
Lowest unoccupied orbital energy (eV): 0.95
SMILES string: C=O.CN

```
! wB97M-V def2-TZVPD RIJCOSX def2/J DEFGRID3
* xyz 0 1
C -1.759 -0.551 0.320
O -2.270 0.364 -0.307
H -2.083 -1.079 1.240
H -0.803 -1.154 0.026
C 2.374 -0.147 -0.340
N 1.059 0.345 0.246
H 3.052 0.757 -0.410
H 2.809 -0.858 0.387
H 2.130 -0.668 -1.306
H 0.701 1.115 -0.220
H 1.257 0.752 1.140
*
```


Model four:
A 2-piece molecular cluster, C2H7NO overall, computed with ωB97M-V/def2-TZVPD.

Calculated values
HOMO-LUMO gap (eV): 10.20
Lowest unoccupied orbital energy (eV): 1.12
SMILES string: C=O.CN

```
! wB97M-V def2-TZVPD RIJCOSX def2/J DEFGRID3
* xyz 0 1
C -1.492 -2.177 0.616
O -1.296 -1.737 -0.483
H -1.217 -1.599 1.515
H -1.958 -3.173 0.732
C 0.760 1.789 -0.475
N 0.662 0.393 -0.060
H 0.681 2.441 0.399
H 1.711 2.068 -0.927
H -0.106 2.045 -1.084
H 0.829 -0.261 -0.815
H 1.427 0.209 0.584
*
```


The structure with the least stability is model three.


Model one:
One molecule with the formula C3H7ClN2S, computed with ωB97M-V/def2-TZVPD.

Calculated values
HOMO-LUMO gap (eV): 9.66
Lowest unoccupied orbital energy (eV): 0.54
SMILES string: C/N=C(/CCl)NS

```
! wB97M-V def2-TZVPD RIJCOSX def2/J DEFGRID3
* xyz 0 1
C -1.414 1.277 -0.513
N -0.179 1.232 0.462
C 0.474 0.055 0.343
C 1.827 -0.055 0.860
Cl 2.907 -0.775 -0.390
N -0.109 -0.948 -0.211
S -1.325 -1.943 0.201
H -2.296 1.290 0.205
H -1.283 0.506 -1.273
H -1.326 2.308 -1.080
H 2.268 0.852 1.350
H 1.879 -0.935 1.654
H 0.821 -1.425 -0.798
H -2.243 -1.437 -0.809
*
```


Model two:
One molecule with the formula C3H7ClN2S, computed with ωB97M-V/def2-TZVPD.

Calculated values
HOMO-LUMO gap (eV): 7.81
Lowest unoccupied orbital energy (eV): 0.17

```
! wB97M-V def2-TZVPD RIJCOSX def2/J DEFGRID3
* xyz 0 1
C 0.680 -0.160 0.303
C 1.000 1.039 -0.552
C -1.827 -0.357 -0.595
N -0.487 -0.719 0.119
N 1.523 -0.620 1.242
S -2.915 -1.508 -0.283
Cl -2.179 1.454 0.043
H 0.154 1.020 -1.356
H 2.002 0.987 -0.953
H 0.710 1.908 -0.071
H -1.534 -0.048 -1.636
H -0.906 -1.441 0.722
H 2.446 -0.439 0.987
H 1.334 -1.113 2.031
*
```


The structure with the least stability is model one.


Model one:
A 2-piece molecular cluster, C3H6N2O2 overall, computed with ωB97M-V/def2-TZVPD.

Calculated values
HOMO-LUMO gap (eV): 10.57
Lowest unoccupied orbital energy (eV): 0.71
SMILES string: O=C1COC=N1.N

```
! wB97M-V def2-TZVPD RIJCOSX def2/J DEFGRID3
* xyz 0 1
O 1.001 -0.129 1.771
C 0.127 -0.012 0.956
C -0.387 1.273 0.307
O -1.774 0.964 0.081
C -1.840 -0.374 0.205
N -0.820 -1.033 0.597
H 0.078 1.439 -0.668
H -0.285 2.147 0.947
H -2.811 -0.797 -0.031
N 1.551 -0.682 -0.918
H 2.254 -1.097 -0.314
H 2.002 -0.288 -1.732
H 0.904 -1.411 -1.202
*
```


Model two:
C3H6N2O2 as an isolated structure, computed with ωB97M-V/def2-TZVPD.

Calculated values
HOMO-LUMO gap (eV): 9.25
Lowest unoccupied orbital energy (eV): 0.68

```
! wB97M-V def2-TZVPD RIJCOSX def2/J DEFGRID3
* xyz 0 1
N -0.752 0.348 -0.918
N 0.584 0.017 -0.500
C 1.052 -1.275 -0.732
C -0.937 0.338 0.611
C -1.434 1.377 1.298
O 2.377 -1.316 -0.471
O 0.390 -2.201 -1.097
H 2.717 -2.187 -0.726
H -0.759 1.293 -1.293
H 1.287 0.694 -0.216
H -0.965 -0.660 1.028
H -2.073 1.205 2.149
H -1.487 2.366 0.865
*
```


Model three:
C3H6N2O2 as an isolated structure, computed with ωB97M-V/def2-TZVPD.

Calculated values
HOMO-LUMO gap (eV): 10.01
Lowest unoccupied orbital energy (eV): 0.55

```
! wB97M-V def2-TZVPD RIJCOSX def2/J DEFGRID3
* xyz 0 1
C -1.218 0.098 -0.376
C -0.053 1.198 -0.123
C -0.090 -0.708 0.251
H -1.890 0.595 -2.514
H -0.600 -0.375 -2.377
H -2.234 -0.177 0.179
H 0.576 1.502 -1.085
H -0.417 2.268 0.131
H 1.812 0.326 2.213
N -1.480 -0.267 -1.864
N 0.398 0.331 1.021
O 1.678 0.710 1.160
O 0.633 -1.724 0.195
*
```


Model four:
One molecule with the formula C3H6N2O2, computed with ωB97M-V/def2-TZVPD.

Calculated values
HOMO-LUMO gap (eV): 10.52
Lowest unoccupied orbital energy (eV): 0.85
SMILES string: N[C@]1(NC=O)CO1

```
! wB97M-V def2-TZVPD RIJCOSX def2/J DEFGRID3
* xyz 0 1
N -1.267 0.016 -1.321
C -0.562 0.069 -0.091
N 0.669 0.772 -0.296
C 1.904 0.439 0.189
O 2.183 -0.516 0.882
C -0.656 -0.795 1.092
O -1.393 0.434 0.981
H -2.258 -0.135 -1.222
H -0.834 -0.541 -2.042
H 0.614 1.559 -0.928
H 2.668 1.170 -0.133
H -1.227 -1.721 1.079
H 0.158 -0.751 1.809
*
```


The structure with the least stability is model three.